Model A:
The following is a DFT calculation (ωB97M-V with the def2-TZVPD basis set) of a cluster of 2 separate species, C2H6OS2 in total.

Cartesian coordinates (Å):
S -1.85 -0.54 -0.60
H -0.15 0.60 1.11
H 1.72 -0.97 -2.13
H 2.24 -1.12 0.05
C 1.88 -0.02 -1.65
C 2.23 -0.12 -0.37
H 2.67 1.67 -0.02
O 2.64 0.85 0.47
H 1.73 0.91 -2.18
S -1.33 0.06 1.36
H -2.88 0.35 -0.70

The spin multiplicity is 1. The value obtained for the orbital gap is 9.4 eV. The charge is 0.

---

Model B:
The following is a DFT calculation (ωB97M-V with the def2-TZVPD basis set) of a cluster of 2 separate species, C2H6OS2 in total.

Cartesian coordinates (Å):
C -1.13 0.27 -0.79
O -0.95 1.50 -0.97
S 2.74 -0.09 -0.92
H -1.25 0.45 1.25
H -0.28 -1.00 0.78
C -1.15 -0.39 0.54
S 2.16 0.72 1.23
H 2.06 -1.23 -0.78
H -1.30 -0.49 -1.54
H -2.01 -1.05 0.68
H 1.13 1.31 0.51

The spin multiplicity is 1. The value obtained for the orbital gap is 8.9 eV. The charge is 0.

---

Computed energies relative to the best structure, in eV: model A 0.000; model B 0.359

---

Model A:
The following is a DFT calculation (ωB97M-V with the def2-TZVPD basis set) of a cluster of 2 separate species, C11H15N in total.

Cartesian coordinates (Å):
H -2.82 0.47 0.31
H 3.42 2.06 2.25
C -1.58 -1.17 0.11
H -0.03 -2.51 -0.44
C 0.39 2.24 2.45
N -0.95 1.89 1.99
H 3.12 1.16 3.61
H 3.00 0.11 2.14
C -0.13 -1.65 0.08
C 0.55 0.31 1.33
C -1.90 0.07 0.55
C -0.83 0.76 1.22
H -0.23 -1.81 -4.35
H 1.87 -1.25 0.74
H -1.49 0.13 -2.61
H 0.38 2.93 3.26
C 0.81 -0.99 0.79
H 0.26 -0.23 -4.33
H -1.18 -1.43 -1.99
H 0.82 -1.16 -2.97
H -1.68 2.41 1.92
C -1.29 -0.81 -2.95
C 2.74 1.17 2.46
H -2.34 -1.85 -0.42
H -2.18 -1.14 -3.51
C 1.30 1.30 2.07
C -0.05 -1.01 -3.72

The spin multiplicity is 1. The value obtained for the orbital gap is 8.8 eV. The charge is 0.

---

Model B:
The following is a DFT calculation (ωB97M-V with the def2-TZVPD basis set) of a cluster of 2 separate species, C11H15N in total.

Cartesian coordinates (Å):
C 3.87 -1.03 -0.91
H 0.39 2.95 -1.43
N 0.96 -1.34 1.37
H 4.13 -2.07 -1.24
C 0.72 -0.11 0.80
H -4.59 -1.15 0.77
H 2.40 1.46 -1.65
C -3.39 0.04 -0.84
H -1.11 2.72 0.65
H -2.36 0.44 -0.60
C -3.95 -0.27 0.57
H 3.99 -0.40 -1.80
C 2.12 -1.86 0.77
H -4.03 0.78 -1.32
H 0.38 -1.85 2.01
H -1.19 0.37 1.63
H -3.20 -0.29 1.33
C 0.56 2.17 -0.69
C 1.74 0.18 -0.09
C 1.59 1.33 -0.91
H 2.57 -2.76 1.16
C 2.58 -0.99 -0.16
H 4.68 -0.70 -0.26
H -4.64 0.57 0.84
C -0.34 0.79 1.09
H -3.42 -0.90 -1.37
C -0.45 1.93 0.30

The spin multiplicity is 1. The value obtained for the orbital gap is 8.9 eV. The charge is 0.

---

Computed energies relative to the best structure, in eV: model A 2.033; model B 0.000

---

Model A:
The following is a DFT calculation (ωB97M-V with the def2-TZVPD basis set) of a cluster of 2 separate species, C11H15N in total.

Cartesian coordinates (Å):
H 2.19 1.96 3.32
C -1.46 0.06 -2.23
C 0.11 2.14 1.54
C 2.53 1.78 2.31
C -0.44 0.10 0.94
N -0.98 1.24 1.33
H -1.96 1.44 1.28
H 3.37 1.11 2.40
H -1.07 0.90 -2.89
H -1.23 -1.66 -3.37
H 2.86 -0.74 0.76
C 1.20 -2.00 0.13
H 3.01 2.69 1.91
H 0.07 3.25 1.83
C -0.23 -2.18 0.06
C 1.79 -0.83 0.58
H 1.86 -2.78 -0.06
C -1.97 -0.99 -3.19
H -2.10 -1.23 0.27
H -2.21 -0.51 -4.16
C 0.96 0.20 1.15
C -1.01 -1.10 0.41
H -2.37 0.44 -1.54
C 1.30 1.40 1.66
H -2.77 -1.52 -2.71
H -0.81 -3.02 -0.30
H -0.67 -0.19 -1.45

The spin multiplicity is 1. The value obtained for the orbital gap is 8.7 eV. The charge is 0.

---

Model B:
The following is a DFT calculation (ωB97M-V with the def2-TZVPD basis set) of a cluster of 2 separate species, C11H15N in total.

Cartesian coordinates (Å):
C -0.57 -0.53 -1.66
H -0.26 -0.70 -2.68
C 3.06 0.04 -2.68
C -0.10 0.29 2.77
H 4.40 0.97 -4.14
H -3.25 0.54 0.15
H 3.61 -0.52 -4.70
H 1.73 -0.16 1.85
C -1.90 -0.14 -1.40
H -2.61 -0.01 3.98
H 3.58 0.42 -1.80
C -2.55 0.74 3.18
H -3.47 0.83 2.61
H 1.27 -1.24 -0.95
H 4.95 -0.58 -3.56
C -2.27 0.16 -0.11
C -1.37 0.44 2.31
N 0.72 -0.19 1.78
H 0.21 0.41 3.80
H 2.30 0.75 -2.98
H -2.43 1.68 3.72
H -2.62 -0.06 -2.20
H 2.59 -0.93 -2.54
C -0.01 -0.35 0.63
C -1.33 0.04 0.93
C 0.33 -0.80 -0.64
C 4.06 -0.02 -3.84

The spin multiplicity is 1. The value obtained for the orbital gap is 8.6 eV. The charge is 0.

---

Computed energies relative to the best structure, in eV: model A 1.899; model B 0.000

---

Model A:
The following is a DFT calculation (ωB97M-V with the def2-TZVPD basis set) of a cluster of 2 separate species, C11H15N in total.

Cartesian coordinates (Å):
C -1.14 -1.03 1.38
H -3.13 1.59 1.43
N -2.26 -0.39 1.83
C -1.40 0.94 0.24
H 1.67 -2.51 -0.73
H -0.80 2.19 -1.50
C -2.36 0.86 1.22
H 2.95 0.54 -1.56
C 0.68 -2.56 1.05
H -1.72 3.06 -0.33
C 3.46 1.28 -2.19
H -0.71 -2.59 2.77
C 0.13 -0.91 -0.67
H 3.99 0.70 -2.95
C 2.50 2.29 -2.80
C 0.85 -2.00 -0.22
H -2.78 -0.81 2.56
H -0.16 2.72 0.04
C -1.02 2.22 -0.43
C -0.40 -2.13 1.84
H 1.76 1.72 -3.37
H 0.36 -0.34 -1.57
H 3.00 2.94 -3.54
H 4.24 1.73 -1.59
H 1.39 -3.30 1.40
H 2.16 3.07 -2.12
C -0.65 -0.26 0.27

The spin multiplicity is 1. The value obtained for the orbital gap is 8.7 eV. The charge is 0.

---

Model B:
The following is a DFT calculation (ωB97M-V with the def2-TZVPD basis set) of a cluster of 2 separate species, C11H15N in total.

Cartesian coordinates (Å):
C 0.31 0.72 0.64
H 2.34 2.19 -2.27
H -4.32 -0.62 -0.01
C 1.63 -1.13 1.00
N -0.22 -0.02 1.66
C 1.48 0.05 0.20
C -2.51 -0.65 -1.20
H 2.84 -2.46 -0.13
C 1.79 1.79 -1.42
H 0.36 -1.88 2.62
H 3.11 0.12 -1.22
H 3.66 -1.73 1.27
H -1.02 2.39 0.41
C 0.57 -1.13 1.88
C 0.64 2.44 -0.97
C -0.11 1.92 0.07
C 2.72 -2.15 0.92
C -3.53 0.06 -0.34
C 2.22 0.60 -0.84
H 0.35 3.40 -1.37
H 2.46 -3.04 1.49
H -1.92 -1.37 -0.63
H -1.02 0.20 2.19
H -4.01 0.89 -0.85
H -2.99 -1.17 -2.03
H -3.05 0.49 0.55
H -1.80 0.08 -1.60

The spin multiplicity is 1. The value obtained for the orbital gap is 8.7 eV. The charge is 0.

---

Model C:
The following is a DFT calculation (ωB97M-V with the def2-TZVPD basis set) of a cluster of 2 separate species, C11H15N in total.

Cartesian coordinates (Å):
H -4.50 -0.84 2.30
C -0.10 -1.92 0.32
H -1.51 -0.13 2.64
C 0.64 0.96 -1.99
H -0.07 -0.16 -3.67
H -2.79 0.75 3.46
C 0.00 0.88 -3.34
H -2.42 -0.97 3.83
H -0.83 -1.51 -1.69
H -3.17 -1.33 1.25
C -0.25 -1.21 -0.83
H 2.18 -0.01 2.05
H -0.59 -2.87 0.57
H 2.60 2.04 0.33
C 1.32 0.38 0.13
C 0.79 -1.56 1.37
N 1.94 1.55 -0.25
H 0.88 -2.30 2.14
H 0.63 1.39 -4.07
C 1.47 -0.36 1.29
C 1.55 1.86 -1.53
H 1.86 2.78 -2.01
H -3.63 0.28 1.26
C -3.51 -0.56 1.94
C 0.49 -0.01 -0.94
H -1.00 1.30 -3.34
C -2.52 -0.23 3.05

The spin multiplicity is 1. The value obtained for the orbital gap is 8.8 eV. The charge is 0.

---

Computed energies relative to the best structure, in eV: model A 1.149; model B 0.000; model C 0.271

---

Model A:
The following is a DFT calculation (ωB97M-V with the def2-TZVPD basis set) of a cluster of 2 separate species, C11H15N in total.

Cartesian coordinates (Å):
H -1.23 0.71 4.75
H 0.81 0.45 3.41
C -1.15 1.19 3.77
H 0.34 2.49 -2.29
H -1.58 0.46 3.09
H -1.70 -0.27 1.01
H 0.06 -3.35 -0.10
C 0.66 1.49 -2.43
C -1.00 -0.31 0.19
C 0.27 -0.80 -1.58
C 0.18 0.60 -1.47
H 1.24 -2.37 -2.72
N -0.58 0.88 -0.35
H 0.86 1.90 4.33
H 0.52 1.93 2.57
C -0.55 -1.36 -0.53
H -0.88 1.79 -0.05
C -0.85 -2.82 -0.38
H -1.66 -2.99 0.33
H -1.27 -3.23 -1.30
C 1.73 -0.42 -3.43
C 0.34 1.42 3.51
H 2.02 1.62 -4.06
C 1.05 -1.31 -2.62
H 2.52 -0.79 -4.08
C 1.54 0.96 -3.36
H -1.71 2.12 3.78

The spin multiplicity is 1. The value obtained for the orbital gap is 8.7 eV. The charge is 0.

---

Model B:
The following is a DFT calculation (ωB97M-V with the def2-TZVPD basis set) of a cluster of 2 separate species, C11H15N in total.

Cartesian coordinates (Å):
H -2.83 1.12 -2.88
H -3.67 -0.97 -1.41
H -1.88 -0.76 1.60
H -2.47 1.19 -1.21
C -3.32 1.17 -1.91
C 1.50 -0.04 1.00
C 2.89 1.65 0.10
C 0.57 -2.08 1.28
H 3.17 2.67 -0.11
H -0.97 0.64 2.28
H 4.89 1.05 -0.37
C -4.20 -0.07 -1.70
H -5.03 0.05 -1.01
C 1.75 1.33 0.79
N 1.86 -2.23 0.83
H -0.01 -2.99 1.31
C 0.28 -0.74 1.33
H -1.26 0.53 0.58
C 2.48 -1.03 0.67
C 3.70 -0.67 0.00
C -1.04 -0.08 1.46
H 1.14 2.14 1.18
H 2.37 -3.08 0.79
H -4.57 -0.36 -2.69
H 4.60 -1.26 0.04
C 3.89 0.69 -0.14
H -3.84 2.11 -1.81

The spin multiplicity is 1. The value obtained for the orbital gap is 8.8 eV. The charge is 0.

---

Model C:
The following is a DFT calculation (ωB97M-V with the def2-TZVPD basis set) of a cluster of 2 separate species, C11H15N in total.

Cartesian coordinates (Å):
C 0.26 -3.33 3.65
H 0.04 -4.20 3.05
C 0.55 -2.17 2.65
H -0.15 -1.34 2.89
H -2.57 0.46 -2.93
H 0.59 1.31 2.08
H 2.47 1.98 -2.18
C 0.77 1.36 -0.09
N -1.69 0.79 -2.68
H 1.03 -3.58 4.36
C -1.38 0.83 -1.32
H 1.77 1.71 -0.15
H 2.00 1.95 -4.00
C -0.02 1.16 -1.22
H -1.46 0.02 1.92
C -1.04 0.40 0.93
H -0.74 -3.13 4.08
H 1.48 -1.74 2.72
H -0.50 0.94 -4.48
H -3.02 0.06 -0.10
H 0.28 -2.56 1.60
H 1.30 3.21 -2.80
C 1.73 2.21 -2.97
C -1.96 0.37 -0.09
C 0.48 1.41 -2.60
C 0.23 0.98 1.12
C -0.45 0.90 -3.43

The spin multiplicity is 1. The value obtained for the orbital gap is 8.9 eV. The charge is 0.

---

Model D:
The following is a DFT calculation (ωB97M-V with the def2-TZVPD basis set) of a cluster of 2 separate species, C11H15N in total.

Cartesian coordinates (Å):
C -0.14 -0.91 1.83
H 1.97 0.99 -0.82
H 3.69 0.77 -2.82
C -0.21 -2.24 1.46
H 2.72 -0.75 -3.03
H -0.69 -3.69 -0.10
H 0.06 -2.92 2.24
C -1.15 -1.66 -0.68
H -1.47 0.93 -2.06
H -1.67 -1.88 -1.61
H 0.92 2.99 1.56
H 2.04 1.00 -3.33
C 2.64 0.33 -2.74
C 2.05 0.07 -1.37
C -0.51 0.05 0.91
N -1.24 0.85 -1.06
H -0.96 2.94 -0.61
H 2.56 -0.66 -0.71
H 0.96 -0.29 -1.40
C 0.12 2.35 1.98
H -0.61 2.76 2.65
C -0.70 -2.66 0.20
C -0.78 1.94 -0.27
H 0.67 1.73 2.74
C -1.06 -0.30 -0.33
C -0.48 1.48 0.99
H 0.19 -0.45 2.88

The spin multiplicity is 1. The value obtained for the orbital gap is 8.8 eV. The charge is 0.

---

Computed energies relative to the best structure, in eV: model A 0.000; model B 0.469; model C 2.022; model D 1.030